Entry 1:
ORCA calculation (the ωB97M-V functional and the def2-TZVPD basis) on 10 unconnected molecules or ions with the total composition C42H96N4O6.

Results
SMILES: CCN(CC)CC.CCN(CC)CC.CCN(CC)CC.CCN(CC)CC.CC(C)=O.CC(C)=O.CC(C)=O.CC(C)=O.CC(C)=O.CC(C)=O
frontier orbital gap: 8.124 eV
E_HOMO: -7.97 eV
energy: -2328.0540 hartree
max |F|: 0.117 hartree/bohr

Structure (ORCA input):
```
! RIJCOSX wB97M-V def2-TZVPD def2/J DEFGRID3
* xyz 0 1
C -7.067 0.892 4.842
C -7.597 1.053 3.410
N -6.743 0.258 2.459
C -5.390 0.713 2.403
C -5.077 2.143 1.953
C -7.473 0.186 1.154
C -6.831 -0.761 0.204
H -7.870 0.973 5.574
H -6.317 1.672 4.979
H -6.514 -0.024 5.053
H -8.633 0.728 3.313
H -7.560 2.099 3.105
H -4.956 0.536 3.388
H -4.811 -0.005 1.822
H -5.731 2.521 1.166
H -5.346 2.856 2.733
H -4.034 2.264 1.660
H -7.582 1.217 0.818
H -8.447 -0.286 1.283
H -5.885 -0.332 -0.125
H -7.573 -0.831 -0.591
H -6.738 -1.768 0.612
C 0.544 8.365 0.977
C 2.058 8.725 0.906
N 2.820 7.936 -0.065
C 3.963 8.721 -0.453
C 3.590 9.594 -1.608
C 3.096 6.628 0.497
C 3.047 5.636 -0.593
H 0.149 8.224 -0.029
H -0.034 9.008 1.641
H 0.528 7.378 1.438
H 2.147 9.772 0.616
H 2.409 8.745 1.938
H 4.442 9.161 0.421
H 4.747 8.041 -0.787
H 2.784 10.320 -1.507
H 4.369 10.265 -1.972
H 3.493 9.028 -2.534
H 2.397 6.276 1.256
H 4.077 6.640 0.972
H 1.988 5.454 -0.776
H 3.437 4.667 -0.280
H 3.590 5.957 -1.481
C -1.626 5.530 6.151
C -1.314 4.406 7.133
N 0.018 3.801 6.835
C 1.231 4.542 7.150
C 1.213 5.162 8.608
C 0.194 3.214 5.484
C 1.311 2.111 5.385
H -1.559 5.283 5.091
H -1.154 6.488 6.370
H -2.633 5.856 6.411
H -1.473 4.643 8.185
H -2.133 3.723 6.909
H 2.082 3.863 7.208
H 1.435 5.275 6.370
H 2.221 5.429 8.925
H 0.615 6.073 8.651
H 0.959 4.402 9.347
H 0.478 4.042 4.834
H -0.736 2.840 5.056
H 1.131 1.368 6.163
H 2.293 2.439 5.724
H 1.367 1.725 4.367
C -2.400 -9.080 2.654
C -1.425 -7.936 3.259
N -1.116 -6.977 2.196
C -2.312 -6.162 1.865
C -3.206 -5.611 2.986
C -0.321 -7.488 1.055
C 1.079 -7.860 1.466
H -2.017 -9.480 1.715
H -3.419 -8.726 2.497
H -2.623 -9.866 3.376
H -1.973 -7.507 4.098
H -0.495 -8.313 3.684
H -2.949 -6.786 1.239
H -1.917 -5.305 1.319
H -3.953 -4.875 2.688
H -2.669 -5.007 3.718
H -3.628 -6.403 3.604
H -0.847 -8.324 0.594
H -0.322 -6.744 0.259
H 1.766 -7.093 1.824
H 1.101 -8.664 2.202
H 1.763 -8.289 0.733
C 5.541 -4.375 5.377
C 6.710 -4.019 4.445
C 7.954 -3.505 5.192
O 6.522 -4.109 3.162
H 5.409 -3.538 6.063
H 5.848 -5.273 5.913
H 4.615 -4.595 4.844
H 8.772 -3.441 4.475
H 8.216 -4.090 6.074
H 7.872 -2.474 5.538
C 1.390 5.458 -6.233
C -0.030 4.802 -6.207
C -0.556 4.158 -4.903
O -0.655 4.764 -7.222
H 2.155 4.730 -5.962
H 1.443 6.407 -5.700
H 1.566 5.834 -7.241
H -0.632 4.995 -4.209
H 0.045 3.358 -4.472
H -1.613 3.893 -4.911
C 1.922 -1.768 -0.445
C 0.552 -1.277 -0.823
C -0.099 -1.730 -2.172
O -0.034 -0.487 -0.090
H 2.506 -0.849 -0.378
H 2.359 -2.320 -1.277
H 1.863 -2.438 0.413
H 0.816 -1.775 -2.761
H -0.912 -1.178 -2.644
H -0.493 -2.745 -2.123
C -4.321 -4.837 -6.467
C -3.355 -5.115 -7.595
C -3.768 -5.981 -8.807
O -2.209 -4.770 -7.474
H -5.216 -5.425 -6.669
H -4.673 -3.818 -6.626
H -4.036 -5.034 -5.434
H -4.332 -6.860 -8.497
H -2.904 -6.372 -9.345
H -4.336 -5.440 -9.565
C 2.685 0.333 -11.432
C 2.651 0.216 -9.941
C 1.935 -1.012 -9.396
O 3.242 1.051 -9.237
H 2.736 1.300 -11.933
H 1.781 -0.197 -11.731
H 3.517 -0.244 -11.834
H 2.635 -1.801 -9.120
H 1.131 -1.458 -9.982
H 1.488 -0.898 -8.409
C 5.301 -5.366 -3.591
C 5.424 -5.470 -5.052
C 4.202 -5.957 -5.750
O 6.404 -5.131 -5.734
H 5.823 -4.600 -3.018
H 5.580 -6.365 -3.255
H 4.234 -5.347 -3.368
H 4.367 -5.727 -6.802
H 3.298 -5.454 -5.407
H 4.162 -6.999 -5.432
*
```

Atomic partial charges in e from the Löwdin method, atoms 1 to 99: -0.09, -0.23, -0.19, -0.29, -0.07, -0.28, -0.10, 0.07, 0.06, 0.07, 0.11, 0.10, 0.10, 0.11, 0.06, 0.06, 0.07, 0.11, 0.11, 0.07, 0.07, 0.08, -0.07, -0.27, -0.19, -0.28, -0.09, -0.29, -0.10, 0.07, 0.07, 0.05, 0.10, 0.11, 0.12, 0.11, 0.07, 0.07, 0.07, 0.11, 0.12, 0.08, 0.07, 0.08, -0.11, -0.23, -0.20, -0.25, -0.08, -0.25, -0.08, 0.07, 0.06, 0.07, 0.11, 0.10, 0.09, 0.11, 0.06, 0.06, 0.07, 0.09, 0.11, 0.07, 0.05, 0.07, -0.07, -0.21, -0.20, -0.24, -0.10, -0.25, -0.10, 0.05, 0.05, 0.06, 0.09, 0.09, 0.10, 0.11, 0.07, 0.07, 0.06, 0.09, 0.11, 0.07, 0.06, 0.07, -0.04, -0.39, -0.03, -0.01, 0.08, 0.08, 0.08, 0.08, 0.08, 0.08, -0.02

=====

Entry 2:
ORCA calculation (the ωB97M-V functional and the def2-TZVPD basis) on 12 unconnected molecules or ions with the total composition C42H96O36S6.

Results
SMILES: CCOS(C)(=O)=O.CCOS(C)(=O)=O.CCOS(C)(=O)=O.CCOS(C)(=O)=O.CCOS(C)(=O)=O.CCOS(C)(=O)=O.CCOC(=O)OC.CCOC(=O)OC.CCOC(=O)OC.CCOC(=O)OC.CCOC(=O)OC.CCOC(=O)OC
frontier orbital gap: 10.128 eV
E_HOMO: -10.30 eV
energy: -6755.5894 hartree
max |F|: 0.063 hartree/bohr

Structure (ORCA input):
```
! RIJCOSX wB97M-V def2-TZVPD def2/J DEFGRID3
* xyz 0 1
C 3.488 0.049 -0.399
C 3.536 0.724 -1.756
O 4.782 0.327 -2.405
S 5.996 1.413 -2.550
C 7.329 0.450 -2.063
O 6.196 1.742 -3.948
O 5.743 2.485 -1.592
H 4.386 0.368 0.207
H 3.571 -1.020 -0.560
H 2.591 0.234 0.186
H 2.784 0.482 -2.484
H 3.535 1.791 -1.598
H 8.216 1.143 -2.033
H 7.413 -0.411 -2.685
H 7.117 0.238 -1.012
C -5.403 -3.941 -2.451
C -4.526 -4.985 -3.161
O -3.246 -4.557 -3.818
S -3.373 -3.882 -5.203
C -2.675 -5.069 -6.190
O -4.775 -3.710 -5.584
O -2.538 -2.695 -5.203
H -5.788 -3.286 -3.178
H -4.844 -3.429 -1.692
H -6.208 -4.494 -1.998
H -4.059 -5.699 -2.458
H -5.096 -5.499 -3.958
H -2.902 -6.122 -5.934
H -1.589 -4.909 -6.169
H -2.997 -4.730 -7.169
C -3.440 -4.346 6.993
C -4.253 -3.883 5.685
O -3.481 -2.867 5.075
S -4.092 -1.967 3.898
C -4.205 -2.937 2.458
O -5.408 -1.591 4.259
O -3.118 -0.964 3.671
H -2.486 -4.751 6.729
H -4.044 -5.065 7.522
H -3.268 -3.539 7.724
H -4.392 -4.715 4.951
H -5.209 -3.476 6.044
H -4.739 -2.245 1.757
H -4.759 -3.816 2.693
H -3.251 -3.258 2.124
C 1.814 0.916 5.121
C 1.206 0.424 6.382
O 1.421 -0.958 6.561
S 0.184 -1.944 6.584
C -0.115 -2.058 4.908
O 0.746 -3.128 7.087
O -0.979 -1.329 7.196
H 1.512 1.966 5.050
H 1.474 0.491 4.171
H 2.905 0.925 5.216
H 1.623 0.858 7.268
H 0.132 0.656 6.517
H 0.732 -2.182 4.289
H -0.707 -1.168 4.612
H -0.804 -2.919 4.986
C 5.201 3.401 2.087
C 4.282 3.487 0.875
O 3.286 4.554 0.946
S 1.951 4.259 1.709
C 0.947 3.212 0.648
O 2.239 3.493 2.885
O 1.330 5.522 1.873
H 4.629 2.854 2.813
H 5.464 4.374 2.526
H 6.102 2.898 1.800
H 4.688 3.758 -0.108
H 3.766 2.566 0.820
H 1.270 3.365 -0.368
H -0.102 3.566 0.641
H 1.050 2.161 0.920
C 0.648 -3.789 -7.302
C -0.036 -2.478 -7.463
O 0.724 -1.421 -6.834
S 0.171 0.036 -6.827
C -0.942 0.073 -5.477
O 1.306 0.898 -6.539
O -0.532 0.215 -8.077
H 0.789 -3.969 -6.223
H 1.611 -3.825 -7.822
H 0.005 -4.573 -7.605
H -0.213 -2.257 -8.536
H -1.000 -2.585 -6.978
H -1.550 -0.825 -5.652
H -1.636 0.893 -5.380
H -0.351 -0.085 -4.616
C -0.291 -3.355 -3.105
C 1.025 -3.219 -2.299
O 2.194 -3.302 -3.164
C 2.559 -2.125 -3.724
O 1.901 -1.132 -3.550
O 3.677 -2.307 -4.406
C 4.445 -1.267 -5.031
H -1.170 -3.464 -2.441
H -0.212 -4.330 -3.666
H -0.318 -2.523 -3.788
H 1.168 -4.049 -1.614
H 1.135 -2.251 -1.812
H 5.383 -1.201 -4.520
H 3.947 -0.302 -4.940
H 4.610 -1.573 -6.061
C 3.350 -3.129 2.567
C 2.425 -4.066 1.806
O 1.130 -3.870 2.407
C 0.010 -4.416 1.881
O -1.094 -4.282 2.358
O 0.304 -5.164 0.813
C -0.848 -5.665 0.185
H 4.240 -2.996 1.977
H 3.567 -3.545 3.545
H 2.760 -2.163 2.647
H 2.756 -5.098 1.926
H 2.398 -3.774 0.748
H -1.377 -6.299 0.912
H -0.426 -6.296 -0.592
H -1.518 -4.887 -0.186
C -3.362 1.022 6.604
C -3.747 2.487 6.839
O -3.291 3.401 5.838
C -1.953 3.687 5.887
O -1.105 3.218 6.652
O -1.724 4.445 4.846
C -0.326 4.701 4.658
H -2.498 0.661 7.117
H -3.254 0.889 5.523
H -4.273 0.459 6.831
H -3.471 2.823 7.826
H -4.873 2.486 6.846
H 0.111 5.024 5.604
H -0.214 5.507 3.972
H 0.168 3.799 4.257
C 2.630 6.950 -1.478
C 3.815 6.021 -1.763
O 3.355 4.809 -2.223
C 3.643 4.478 -3.476
O 4.311 5.113 -4.282
O 3.082 3.300 -3.679
C 3.243 2.782 -5.084
H 1.964 6.499 -0.739
H 2.002 7.149 -2.391
H 3.060 7.895 -1.054
H 4.372 5.860 -0.807
H 4.466 6.409 -2.552
H 4.206 2.282 -5.204
H 3.120 3.572 -5.847
H 2.402 2.112 -5.160
C -4.657 5.973 -1.703
C -4.462 4.438 -1.563
O -4.202 4.111 -0.189
C -2.909 3.917 0.063
O -2.034 4.003 -0.772
O -2.590 3.628 1.360
C -3.711 3.462 2.258
H -5.352 6.303 -0.942
H -4.987 6.232 -2.685
H -3.708 6.520 -1.496
H -3.723 3.988 -2.260
H -5.445 3.973 -1.712
H -4.339 2.613 2.015
H -4.295 4.392 2.353
H -3.281 3.235 3.202
C -1.715 0.628 -2.045
C -1.402 -0.638 -1.175
O -1.257 -0.131 0.319
C -0.326 -0.754 0.987
O 0.281 -1.691 0.499
O -0.121 -0.348 2.203
C -0.874 0.790 2.608
H -2.102 0.263 -2.964
H -0.809 1.206 -2.348
H -2.386 1.349 -1.549
H -0.420 -1.061 -1.472
H -2.296 -1.317 -1.133
H -0.819 1.651 1.940
H -0.473 1.033 3.593
H -1.934 0.529 2.766
*
```

Atomic partial charges in e from the Löwdin method, atoms 1 to 99: -0.04, -0.23, -0.27, 0.62, -0.13, -0.28, -0.29, 0.10, 0.07, 0.07, 0.09, 0.08, 0.11, 0.07, 0.08, -0.04, -0.19, -0.28, 0.55, -0.13, -0.28, -0.30, 0.06, 0.07, 0.08, 0.13, 0.12, 0.11, 0.06, 0.09, -0.03, -0.23, -0.26, 0.55, -0.11, -0.26, -0.27, 0.06, 0.06, 0.08, 0.13, 0.11, 0.10, 0.06, 0.03, -0.06, -0.28, -0.24, 0.54, -0.12, -0.25, -0.28, 0.07, 0.06, 0.09, 0.12, 0.11, 0.05, 0.07, 0.08, -0.04, -0.23, -0.26, 0.55, -0.08, -0.29, -0.26, 0.06, 0.10, 0.07, 0.09, 0.08, 0.07, 0.06, 0.05, -0.06, -0.26, -0.24, 0.59, -0.12, -0.29, -0.28, 0.08, 0.10, 0.06, 0.14, 0.08, 0.04, 0.09, 0.03, -0.05, -0.18, 0.02, -0.58, 0.09, 0.02, 0.00, 0.07, 0.10

=====

> frontier orbital gap of number 1 (C42H96N4O6)?

8.124 eV